# 1
{
  "formula": "C5H30NO12",
  "method": "the ωB97M-V functional and the def2-TZVPD basis",
  "total_charge": 0,
  "homo_energy_ev": [-10.08, -10.07],
  "multiplicity": 2,
  "orbital_gap_ha": [0.360, 0.196],
  "relative_energy_kcal_mol": 84.4,
  "lumo_energy_ev": [-0.277, -4.734],
  "elements": ["C", "C", "C", "N", "C", "C", "O", "O", "H", "H", "H", "H", "H", "H", "H", "H", "H", "H", "H", "H", "O", "H", "H", "O", "H", "H", "O", "H", "H", "O", "H", "H", "O", "H", "H", "O", "H", "H", "O", "H", "H", "O", "H", "H", "O", "H", "H", "O"],
  "coordinates": [[2.1879, -0.3340, 1.7981], [2.3674, 1.1157, 1.9906], [0.7896, -0.7430, 1.5642], [-0.1201, -0.3351, 0.6316], [0.1054, 0.0484, -0.7060], [-0.7358, 1.3855, -0.9901], [-0.2256, 2.3594, -0.1670], [0.3709, -1.6299, 2.4203], [2.6539, -0.8243, 2.7470], [2.7772, -0.5046, 0.9881], [1.6210, 1.8190, 1.4920], [3.3385, 1.4896, 1.5839], [2.6078, 1.1678, 3.0093], [-1.0416, -0.7357, 0.9621], [1.2090, 0.4331, -0.8538], [0.0521, -0.7840, -1.3347], [-1.8019, 1.2556, -0.7488], [-0.7318, 1.5578, -2.1151], [2.6688, 3.1947, -1.9505], [1.6903, 2.5830, -3.0726], [2.6217, 2.6976, -2.7258], [-0.7070, -4.2983, -1.8934], [-1.2398, -4.3818, -0.5924], [-1.6397, -4.1934, -1.4722], [1.2196, 3.0207, -0.1575], [1.1499, 4.4445, -0.3557], [1.8357, 3.8514, -0.4448], [-0.4502, -2.8954, 1.3549], [-1.8317, -2.5985, 1.4938], [-1.2351, -3.0320, 0.9139], [-3.8866, -2.1921, -2.0675], [-3.2240, -2.7918, -0.8510], [-3.9245, -2.1262, -1.0991], [1.9166, -0.1665, -3.1508], [3.1797, -0.9873, -3.2789], [2.2947, -0.9707, -3.5511], [-0.8368, 3.9538, 2.0821], [-1.0303, 3.3710, 0.6645], [-1.4996, 3.8969, 1.4648], [-3.6064, -1.0833, 2.0254], [-2.7113, -0.9476, 3.3341], [-3.0790, -1.5823, 2.7090], [0.8212, -2.3341, -2.7495], [1.9553, -3.2581, -2.7589], [0.9505, -3.2098, -2.5037], [-2.3413, 2.4978, 2.3714], [-1.8632, 1.2366, 1.6452], [-2.6214, 1.5603, 2.3445]],
  "forces_ev_per_angstrom": [[0.00, -0.22, 1.78], [0.98, 2.94, -1.47], [-1.71, -4.41, 3.78], [-0.49, -0.28, 2.51], [1.94, 3.66, 0.03], [1.00, -2.54, -0.53], [-0.57, -0.52, -1.31], [1.04, 3.12, -2.30], [-1.34, 0.18, -2.10], [1.62, -1.55, -2.53], [0.62, -1.03, 1.46], [-0.55, -0.52, -0.22], [-0.85, 1.49, 1.73], [1.24, 0.29, -1.29], [-1.80, -0.76, 0.61], [-0.89, -1.08, -1.45], [-0.10, 0.09, 0.01], [0.07, 0.71, 1.16], [-0.73, 1.50, 2.03], [1.76, 0.79, 1.09], [-1.04, -2.54, -3.52], [-2.40, 0.65, -0.16], [-1.42, 0.54, 0.09], [3.52, -1.10, -0.29], [2.64, 2.08, -0.87], [-2.02, 3.08, 0.07], [-0.17, -4.66, 1.12], [3.00, 0.37, 1.63], [-1.47, 0.46, 1.18], [-1.97, -1.25, -2.49], [-0.17, 0.08, 0.41], [-0.77, 0.80, -0.26], [1.18, -0.87, -0.13], [0.50, -0.35, -0.33], [2.10, 0.11, 0.59], [-2.40, 0.58, -0.31], [2.59, 0.47, 2.51], [-1.67, 1.84, 2.38], [-1.04, -1.46, -4.44], [0.76, -0.49, 1.36], [-0.17, 0.26, -0.25], [-0.60, 0.34, -1.33], [-0.74, 2.52, -0.79], [-2.89, -0.29, 0.79], [3.60, -2.58, 0.01], [-0.50, -0.18, -0.03], [-2.86, 0.88, 2.77], [3.16, -1.16, -2.67]]
}



# 2
{
  "formula": "C23H34BIrN6O4S3",
  "method": "the ωB97M-V functional and the def2-TZVPD basis",
  "total_charge": 1,
  "homo_energy_ev": [-10.88, -10.98],
  "multiplicity": 2,
  "orbital_gap_ha": [0.258, 0.249],
  "relative_energy_kcal_mol": 0.0,
  "lumo_energy_ev": [-3.858, -4.200],
  "elements": ["Ir", "C", "C", "C", "C", "N", "C", "C", "N", "B", "N", "C", "C", "N", "C", "S", "C", "C", "C", "C", "N", "C", "C", "N", "C", "S", "C", "C", "C", "C", "C", "S", "H", "H", "H", "H", "H", "H", "H", "H", "H", "H", "H", "H", "H", "H", "H", "H", "H", "H", "H", "H", "H", "H", "H", "H", "H", "H", "H", "H", "H", "H", "H", "H", "H", "H", "O", "C", "O", "C", "O", "O"],
  "coordinates": [[-0.2686, -0.4912, 0.5715], [-4.6427, 1.4066, -1.5311], [-3.8738, 2.5128, -0.8086], [-3.9100, 2.2413, 0.6886], [-4.4950, 3.8854, -1.0688], [-2.4825, 2.5322, -1.4016], [-2.3294, 2.8555, -2.7387], [-1.0221, 2.7531, -3.0350], [-0.3604, 2.3682, -1.8915], [1.1530, 2.0478, -1.9623], [1.4447, 0.6082, -2.4830], [2.6655, 0.3404, -3.0462], [2.7118, -0.9777, -3.3255], [1.5076, -1.5291, -2.9412], [0.7647, -0.5468, -2.3869], [-0.8055, -0.6669, -1.6243], [1.2808, -3.0145, -3.1293], [1.7148, -3.3625, -4.5541], [-0.1716, -3.4378, -2.9663], [2.1425, -3.7278, -2.0887], [1.8983, 2.3600, -0.6356], [2.2426, 3.6672, -0.3765], [2.8053, 3.7119, 0.8422], [2.8128, 2.4227, 1.3463], [2.2325, 1.6160, 0.4320], [1.9751, -0.1162, 0.5477], [3.3870, 2.1867, 2.7249], [2.4890, 2.9316, 3.7114], [3.4638, 0.7206, 3.1264], [4.8066, 2.7566, 2.7256], [-1.2658, 2.2248, -0.9056], [-0.8586, 1.7362, 0.7192], [-5.6575, 1.3607, -1.1372], [-4.1652, 0.4401, -1.3623], [-4.7071, 1.5819, -2.6050], [-4.9546, 2.3225, 0.9914], [-3.3369, 2.9723, 1.2559], [-3.5599, 1.2440, 0.9392], [-5.4982, 3.9017, -0.6447], [-4.5843, 4.1152, -2.1297], [-3.9086, 4.6701, -0.5895], [-3.1565, 3.1421, -3.3593], [-0.5002, 2.9290, -3.9586], [1.6191, 2.7915, -2.7852], [3.3916, 1.1151, -3.2177], [3.4880, -1.5552, -3.7890], [1.1335, -2.7980, -5.2842], [1.5342, -4.4232, -4.7215], [2.7730, -3.1823, -4.7340], [-0.8396, -2.9006, -3.6396], [-0.5230, -3.3187, -1.9496], [-0.2193, -4.4972, -3.2178], [3.2024, -3.5041, -2.2139], [2.0100, -4.8046, -2.1916], [1.8388, -3.4389, -1.0814], [2.0623, 4.4501, -1.0912], [3.2090, 4.5444, 1.3855], [1.4692, 2.5470, 3.6644], [2.4637, 4.0034, 3.5158], [2.8675, 2.7842, 4.7225], [2.4845, 0.2659, 3.2397], [3.9655, 0.6887, 4.0939], [4.0501, 0.1284, 2.4256], [4.8323, 3.8279, 2.5321], [5.4237, 2.2526, 1.9809], [5.2506, 2.5905, 3.7063], [-3.4673, -3.0691, 0.7808], [-2.5657, -2.3213, 0.8183], [-2.2677, -1.1213, 0.9241], [-0.8502, -3.3728, 0.8007], [-1.0929, -4.5183, 0.8471], [0.0936, -2.5709, 0.6835]],
  "forces_ev_per_angstrom": [[0.19, -0.02, -0.12], [0.01, -0.01, 0.00], [0.00, -0.03, -0.02], [0.01, 0.01, 0.00], [0.00, 0.01, 0.00], [-0.03, 0.02, 0.02], [-0.02, 0.00, 0.04], [0.03, -0.03, 0.01], [0.03, 0.02, 0.00], [-0.01, 0.04, -0.03], [0.04, -0.04, 0.14], [-0.03, 0.03, 0.00], [-0.06, 0.02, -0.06], [0.06, -0.06, 0.02], [-0.03, 0.03, -0.13], [-0.05, -0.17, -0.08], [0.04, -0.01, 0.06], [0.02, 0.01, -0.01], [0.00, 0.02, -0.01], [-0.02, 0.01, 0.02], [-0.03, -0.02, -0.04], [-0.02, -0.01, -0.02], [0.01, -0.03, 0.02], [0.03, -0.02, 0.04], [0.03, 0.05, 0.03], [-0.07, 0.05, 0.05], [-0.02, 0.02, -0.01], [-0.02, 0.00, 0.00], [0.00, -0.01, -0.03], [0.01, 0.00, -0.01], [-0.02, 0.01, -0.05], [0.01, 0.14, 0.09], [0.00, 0.00, 0.00], [0.00, 0.00, 0.00], [0.00, 0.00, 0.00], [0.00, 0.00, 0.00], [0.00, 0.00, 0.00], [0.00, 0.00, 0.00], [0.00, 0.00, 0.00], [-0.01, 0.00, 0.01], [0.00, 0.00, 0.00], [0.01, 0.00, 0.01], [0.00, 0.00, 0.01], [-0.02, -0.02, 0.02], [0.00, 0.00, 0.01], [0.00, 0.02, 0.02], [0.01, 0.00, 0.00], [0.00, 0.00, 0.01], [-0.02, -0.05, -0.01], [0.00, 0.03, 0.00], [-0.04, -0.02, 0.05], [-0.02, 0.01, -0.02], [0.00, 0.03, -0.02], [0.00, 0.00, 0.00], [0.01, -0.01, -0.01], [0.00, -0.01, 0.00], [-0.01, -0.01, 0.00], [0.00, 0.00, 0.00], [0.00, 0.00, 0.00], [0.00, 0.00, 0.00], [-0.01, 0.00, 0.00], [0.00, 0.00, 0.00], [0.00, 0.00, 0.00], [0.01, -0.01, 0.01], [0.00, 0.00, 0.00], [0.00, 0.00, 0.00], [-0.14, 0.08, -0.08], [0.05, -0.02, 0.25], [-0.06, 0.00, -0.11], [0.01, 0.12, -0.33], [0.08, -0.18, 0.11], [0.02, -0.01, 0.15]]
}



# 3
{
  "formula": "C4H5Br2Cl",
  "method": "the ωB97M-V functional and the def2-TZVPD basis",
  "total_charge": 0,
  "homo_energy_ev": -8.56,
  "multiplicity": 1,
  "orbital_gap_ha": 0.314,
  "relative_energy_kcal_mol": 79.6,
  "lumo_energy_ev": -0.031,
  "elements": ["C", "C", "C", "C", "Cl", "Br", "Br", "H", "H", "H", "H", "H"],
  "coordinates": [[1.9132, 0.9956, -0.8035], [0.7477, 0.8359, -0.2071], [-2.3824, -1.2643, 0.7949], [0.4029, -0.4039, 0.5622], [-0.6787, -1.4600, -0.3955], [-2.7332, 0.6321, 0.6782], [-3.4814, -2.1085, -0.4509], [2.7957, 0.3101, -0.6197], [2.0066, 1.8740, -1.3415], [0.0715, 1.5216, -0.3742], [-0.0347, -0.1166, 1.5109], [1.3728, -0.8159, 0.6460]],
  "forces_ev_per_angstrom": [[1.04, -1.88, 1.60], [2.63, -3.61, 0.19], [0.30, 0.20, 1.02], [0.62, 1.86, -0.55], [1.11, 0.22, 0.16], [-0.18, 0.60, 0.07], [-1.49, -0.93, -0.84], [-1.17, 0.84, -0.56], [0.80, 1.50, -1.16], [-3.78, 3.37, -0.65], [-0.43, -0.69, 0.12], [0.56, -1.49, 0.61]]
}



# 4
{
  "formula": "CHF3IrNOS2",
  "method": "the ωB97M-V functional and the def2-TZVPD basis",
  "total_charge": 0,
  "homo_energy_ev": [-9.37, -10.04],
  "multiplicity": 5,
  "orbital_gap_ha": [0.343, 0.245],
  "relative_energy_kcal_mol": 0.0,
  "lumo_energy_ev": [-0.045, -3.385],
  "elements": ["N", "S", "S", "C", "F", "F", "F", "Ir", "O", "H"],
  "coordinates": [[2.5606, 0.5608, -1.2988], [2.2010, 1.3758, 0.2371], [1.9900, -0.9225, -1.3618], [-1.9897, 0.3224, 0.7269], [-2.3232, -0.3976, 1.8554], [-2.6692, 1.5064, 0.8921], [-2.7092, -0.3136, -0.2685], [0.0737, 0.3428, 0.3354], [0.4430, -0.9872, -0.9653], [2.4231, -1.4873, -0.1524]],
  "forces_ev_per_angstrom": [[0.21, 0.76, 2.18], [-0.14, -1.01, -2.24], [0.64, -1.03, -0.27], [-2.03, -0.25, 0.50], [0.64, 0.26, -0.36], [0.97, -0.34, -0.19], [0.91, 0.30, 0.18], [-2.03, 2.18, 2.57], [0.89, -1.21, -1.63], [-0.07, 0.35, -0.75]]
}



# 5
{
  "formula": "C3H7ClNO3S",
  "method": "the ωB97M-V functional and the def2-TZVPD basis",
  "total_charge": -1,
  "homo_energy_ev": -4.57,
  "multiplicity": 1,
  "orbital_gap_ha": 0.295,
  "relative_energy_kcal_mol": 64.2,
  "lumo_energy_ev": 3.456,
  "elements": ["C", "C", "C", "N", "O", "O", "O", "S", "Cl", "H", "H", "H", "H", "H", "H", "H"],
  "coordinates": [[1.6187, -0.1951, 0.8746], [-1.2765, -0.9093, 0.5194], [-0.2896, 0.1885, 0.3705], [2.0954, 1.4893, -1.4122], [2.8775, 2.1279, 0.9309], [3.9212, 0.2158, -0.1759], [-0.5651, 1.3433, 0.0589], [2.6915, 0.9314, 0.1269], [-3.1908, 2.2806, -0.3168], [1.7560, -1.1136, 0.3030], [-1.1147, -1.6304, -0.2779], [-2.2942, -0.5149, 0.4494], [-1.1288, -1.4110, 1.4709], [2.6873, 2.2743, -1.6445], [1.1709, 1.8472, -1.2073], [-1.8809, 1.8011, -0.1217]],
  "forces_ev_per_angstrom": [[-4.13, 0.47, -1.42], [-0.41, 0.18, 0.01], [4.88, 0.45, 1.03], [0.10, -0.90, 0.81], [-0.41, -0.04, -0.14], [-0.30, 0.01, -0.14], [-0.19, -0.53, 0.06], [0.50, 0.35, -0.11], [-0.04, -0.01, 0.00], [0.02, -0.18, 0.02], [0.08, -0.11, -0.07], [0.05, -0.07, 0.00], [0.12, -0.05, 0.05], [0.16, 0.25, -0.03], [-0.23, 0.20, -0.02], [-0.19, -0.02, -0.04]]
}



# 6
{
  "formula": "C3H8NO",
  "method": "the ωB97M-V functional and the def2-TZVPD basis",
  "total_charge": -1,
  "homo_energy_ev": -2.28,
  "multiplicity": 1,
  "orbital_gap_ha": 0.244,
  "relative_energy_kcal_mol": 46.3,
  "lumo_energy_ev": 4.362,
  "elements": ["C", "N", "C", "C", "O", "H", "H", "H", "H", "H", "H", "H", "H"],
  "coordinates": [[-0.0142, 1.0002, -1.9770], [0.1696, 0.8559, -0.4989], [0.7796, -0.5228, -0.1733], [0.0642, -0.8205, 1.3379], [-1.1020, -0.5431, 1.6147], [0.6067, 1.9706, -2.1789], [-1.0208, 1.0342, -2.2826], [0.5656, 0.3333, -2.4955], [-0.6666, 0.8656, -0.0011], [1.8338, -0.4501, -0.1332], [0.3243, -1.1935, -1.0164], [0.6673, -0.2044, 2.1218], [0.3411, -1.9437, 1.4353]],
  "forces_ev_per_angstrom": [[2.12, 4.02, 3.06], [2.92, -1.74, -2.00], [-4.96, 1.60, 0.04], [5.80, -1.54, 0.21], [-5.66, 1.08, -0.79], [-1.70, -0.98, -0.39], [-1.23, 0.18, -0.59], [0.95, -2.28, -1.23], [-2.03, -0.10, 0.91], [1.17, -0.27, -0.03], [1.19, 0.34, 1.58], [1.21, -0.75, -1.00], [0.21, 0.43, 0.22]]
}